# 1
# C5H13NO2

A 2-piece molecular cluster, C5H13NO2 overall in a non-equilibrium geometry (ωB97M-V with the def2-TZVPD basis set, OMol25).

Geometry as XYZ:
```
21
Properties=species:S:1:pos:R:3:forces:R:3
C -2.3597 0.4024 0.6554 1.1 -1.0 -0.7
N -1.9046 1.7468 0.4727 0.3 0.0 -0.1
C -1.3326 -0.6805 0.0367 -2.1 -0.1 1.2
O -2.5741 0.0205 1.9737 0.8 -1.6 0.5
O -1.0856 -1.6530 0.7236 0.2 0.8 -0.9
H -2.0552 -0.8596 2.0904 -1.1 1.8 -0.2
H -3.2687 0.2656 0.0372 0.1 0.1 0.2
H -1.0641 1.9309 1.0163 -0.2 0.0 0.0
H -2.6131 2.4236 0.7306 0.1 -0.1 0.0
H -1.1305 -0.5959 -1.0419 0.5 0.0 0.1
C 1.6220 0.0618 -0.1152 -0.5 0.1 0.1
C 1.9442 -1.4245 -0.0638 0.0 0.2 0.0
C 1.7040 0.6261 -1.5273 0.0 0.1 0.2
H 2.3040 0.6086 0.5420 -0.1 0.0 0.0
H 0.5829 0.2302 0.2720 1.0 0.0 -0.1
H 1.2599 -1.9841 -0.6952 0.0 -0.1 -0.2
H 1.0144 0.1011 -2.1879 0.0 0.0 -0.1
H 2.9682 -1.6107 -0.3978 -0.1 0.0 0.0
H 1.8323 -1.8091 0.9416 0.0 -0.1 0.2
H 2.7113 0.5155 -1.9264 0.0 0.0 -0.1
H 1.4449 1.6844 -1.5365 0.0 0.0 -0.1
```
Positions in Å, forces in eV/Å.

Values from the calculation:
SMILES: N[C@H](O)C=O.CCC
Molar mass (u): 119.16
HOMO energy (eV): -9.9
Gap between HOMO and LUMO (eV): 10.44
Spin multiplicity: 1

natural (NBO) atomic charge list, values in e, 5 entries: number 1, C, carries 0.154; number 2, N, carries -0.845; number 3, C, carries 0.407; number 4, O, carries -0.735; number 5, O, carries -0.543

***

# 2
# C21H32Br48O2Si2

C21H32Br48O2Si2 as an isolated structure in a non-equilibrium geometry (ωB97M-V with the def2-TZVPD basis set, OMol25).

Geometry as XYZ:
```
105
Properties=species:S:1:pos:R:3:forces:R:3
C 0.2019 0.8628 -4.1964 -0.1 0.3 -0.2
O -0.1605 0.6098 -2.8418 0.8 -0.5 -0.6
C 1.0587 0.3897 -2.1266 -0.4 -0.7 0.6
C 0.7543 -0.1396 -0.7170 -0.4 1.3 0.0
C 0.0330 0.9345 0.1834 1.3 -0.9 0.6
C 0.8807 1.1026 1.5145 -1.2 0.7 -0.7
Si -0.2202 1.9023 2.8565 1.6 0.6 -1.4
O 0.1639 3.5875 2.8511 -0.3 -1.2 2.3
Si 0.3965 4.2428 4.4287 -0.2 0.6 -1.9
H 0.7602 1.8133 -4.2568 -0.2 -0.2 -0.1
H 0.8625 0.0702 -4.5949 -0.2 0.1 0.2
H -0.6980 0.9021 -4.8260 0.5 0.2 0.5
H 1.6948 -0.3698 -2.6287 -0.3 0.3 -0.2
H 1.6221 1.3396 -2.1183 -0.1 -0.3 0.3
H 1.7267 -0.4089 -0.2695 -0.4 0.0 -0.1
H 0.1265 -1.0402 -0.7246 0.3 0.3 -0.4
H -0.0481 1.8926 -0.3476 0.1 -0.4 0.3
H -0.9814 0.5983 0.4450 0.2 0.1 -0.3
H 1.2848 0.1204 1.8019 -0.1 0.4 0.1
H 1.7036 1.7938 1.2571 -0.1 -0.4 0.4
H 0.0550 1.2778 4.1583 0.4 0.6 -0.4
H -1.6355 1.6753 2.5071 -0.2 0.2 0.1
H 0.1535 3.2550 5.4854 -0.1 -0.1 0.1
H -0.5329 5.3893 4.5452 -0.1 -0.1 0.1
H 1.7521 4.8230 4.5466 0.0 -0.2 0.0
C 4.8087 2.7051 -2.6795 -0.1 -0.1 0.0
Br 3.8556 2.2444 -4.2973 0.1 0.0 0.3
Br 3.6019 3.1883 -1.2471 0.2 0.0 -0.1
Br 6.0182 1.2960 -2.1457 -0.1 0.2 0.0
H 5.4099 3.5771 -2.9019 0.0 0.0 0.0
C -3.2635 2.1603 -2.4978 0.1 -0.1 0.0
Br -3.5431 2.9797 -4.2287 0.2 -0.3 0.2
Br -1.9834 3.1453 -1.4363 -0.5 0.2 -0.3
Br -4.9267 1.9047 -1.5438 0.2 0.1 -0.2
H -2.8403 1.1791 -2.6795 0.1 0.1 0.0
C -0.8825 -1.5367 5.2470 0.0 0.2 0.0
Br -0.6920 -1.7597 3.3349 -0.1 0.1 0.2
Br 0.6925 -2.1560 6.1818 -0.2 0.1 -0.1
Br -1.3337 0.2878 5.7391 -0.5 -0.9 0.8
H -1.7081 -2.1628 5.5584 0.0 0.1 0.0
C 4.5309 -1.6182 7.1805 0.1 0.1 -0.1
Br 6.1841 -1.3091 8.1347 -0.2 -0.1 -0.2
Br 4.6668 -1.1120 5.3197 0.0 -0.1 0.3
Br 3.9284 -3.4459 7.3787 0.0 0.1 0.0
H 3.7774 -0.9844 7.6300 0.0 -0.1 0.0
C 7.0835 -5.7301 7.1650 0.1 0.0 0.0
Br 8.7277 -5.4026 8.1281 -0.2 -0.1 -0.2
Br 7.2274 -5.2166 5.3069 0.0 -0.1 0.3
Br 6.4868 -7.5607 7.3578 0.1 0.2 -0.1
H 6.3239 -5.1004 7.6101 0.0 0.0 0.0
C -2.1450 -1.9928 -6.3192 0.1 0.0 0.0
Br -1.6636 -2.2535 -8.1743 0.0 0.1 0.2
Br -0.7533 -2.6057 -5.1234 -0.1 0.1 -0.1
Br -2.6439 -0.1578 -5.9610 -0.3 -0.4 -0.2
H -3.0181 -2.6021 -6.1284 0.0 0.0 0.0
C 6.9992 2.5370 -6.9384 -0.2 0.0 0.1
Br 6.8689 0.6130 -6.7763 0.0 0.2 0.0
Br 5.3183 3.3197 -7.4830 0.3 -0.1 0.0
Br 7.6765 3.3501 -5.3184 -0.1 -0.1 -0.2
H 7.7160 2.7416 -7.7222 0.0 0.0 0.1
C -9.4230 2.2456 -0.7538 0.0 0.0 0.0
Br -9.0130 1.9978 -2.6271 0.0 0.1 0.2
Br -7.9949 1.6016 0.3798 -0.1 0.1 -0.1
Br -9.8810 4.0820 -0.3582 0.1 -0.2 -0.1
H -10.2982 1.6457 -0.5379 0.0 0.0 0.0
C 7.9768 -10.1310 9.9031 0.0 0.0 0.1
Br 8.3966 -11.8614 10.6586 -0.1 0.2 -0.1
Br 6.4214 -9.3440 10.7408 0.2 -0.1 0.0
Br 9.4976 -8.9390 9.9556 -0.2 -0.2 0.0
H 7.7320 -10.2892 8.8609 0.0 0.0 0.1
C -4.7794 6.7190 -5.7437 -0.1 -0.1 0.1
Br -5.4761 5.8447 -4.1668 -0.2 0.3 -0.3
Br -4.7341 5.5103 -7.2539 0.0 0.1 0.2
Br -5.7393 8.3507 -6.1626 0.1 -0.3 0.0
H -3.7555 6.9988 -5.5305 -0.1 0.0 0.0
C -4.6475 2.2394 4.1548 0.0 0.0 0.1
Br -5.1434 1.3243 5.7882 0.0 0.1 -0.2
Br -4.7673 1.0884 2.6144 -0.1 0.0 0.1
Br -5.6530 3.8736 3.9164 0.1 -0.3 0.0
H -3.6057 2.5162 4.2522 0.0 0.0 0.0
C 1.8548 -4.4942 1.0071 0.0 0.0 0.1
Br 0.5566 -3.5994 -0.1102 0.2 -0.2 0.2
Br 3.3814 -3.3653 1.3783 -0.2 -0.1 0.0
Br 1.0504 -5.1689 2.6274 0.1 0.1 -0.2
H 2.2179 -5.3494 0.4509 0.0 0.1 0.0
C -12.9377 0.7050 -3.5173 0.0 0.0 0.0
Br -11.9953 -0.8583 -2.8767 -0.1 0.2 0.0
Br -14.6124 0.2342 -4.3615 0.2 0.1 0.1
Br -13.1867 2.0174 -2.1177 0.1 -0.2 -0.1
H -12.3162 1.1630 -4.2755 0.0 0.0 0.1
C 0.8809 -7.6528 -1.6266 -0.1 0.1 0.0
Br 1.9233 -6.2981 -2.5333 -0.1 -0.2 0.1
Br 1.6245 -8.0904 0.1056 -0.1 0.1 -0.2
Br -0.9833 -7.1557 -1.4994 0.3 0.0 0.0
H 0.9309 -8.5497 -2.2292 0.0 0.0 0.0
C 5.4518 -2.3871 -4.6942 0.0 0.0 0.0
Br 4.4854 -2.7920 -6.3198 0.1 0.0 0.2
Br 4.2568 -1.9159 -3.2507 0.1 -0.2 -0.2
Br 6.6503 -3.8202 -4.1941 -0.2 0.2 -0.1
H 6.0624 -1.5158 -4.8954 0.0 0.0 0.0
C -3.5561 8.9137 -1.3937 0.0 -0.1 0.0
Br -3.9869 9.0303 -3.2757 0.1 0.2 0.4
Br -5.0869 9.3295 -0.2875 0.2 -0.1 -0.2
Br -2.7969 7.1913 -0.9487 -0.1 0.2 -0.1
H -2.8015 9.6614 -1.1895 0.0 0.0 0.0
```
Positions in Å, forces in eV/Å.

Values from the calculation:
Molar mass (u): 4208.05
HOMO energy (eV): -9.5
Gap between HOMO and LUMO (eV): 9.19
Spin multiplicity: 1

Löwdin atomic charge list, values in e, 5 entries: number 1, C, carries -0.163; number 2, O, carries -0.227; number 3, C, carries -0.251; number 4, C, carries -0.187; number 5, C, carries -0.280

***

# 3
# C9H10AuClN3O9

C9H10AuClN3O9 as an isolated structure in a non-equilibrium geometry (ωB97M-V with the def2-TZVPD basis set, OMol25).

Geometry as XYZ:
```
33
Properties=species:S:1:pos:R:3:forces:R:3
Au 0.3490 0.0747 -0.1554 -0.7 -0.8 0.7
O -2.1143 -2.8402 0.5842 0.0 -2.1 0.1
Cl -1.9281 -1.4786 0.5943 -1.6 1.6 -0.5
O -3.0139 -0.7573 1.1283 -0.5 -0.3 0.6
O -1.6651 -0.9507 -0.7452 0.7 0.0 -1.0
O -0.7155 -1.1076 1.3293 2.0 0.3 0.8
O 2.3720 0.1711 0.7095 -0.2 0.1 -0.1
C 3.0624 1.1709 0.5849 1.0 -0.4 1.1
C 2.9028 2.2726 -0.3218 0.0 1.0 -0.3
C 3.7297 3.3890 -0.1766 -0.3 -1.4 0.6
C 3.6189 4.4691 -1.0300 -0.9 -0.3 -0.8
C 2.7001 4.4632 -2.0872 0.2 0.4 0.0
C 1.9023 3.3730 -2.2796 -0.1 0.0 -0.3
C 1.9268 2.2412 -1.3918 0.0 0.0 -0.3
O 1.1195 1.2995 -1.6288 0.4 0.8 -0.2
N 4.4805 5.6337 -0.8289 -0.1 0.1 0.0
O 5.2782 5.5611 0.0699 0.4 0.0 0.4
O 4.3021 6.5625 -1.5718 0.0 0.4 -0.3
H 3.9397 1.2546 1.2476 -0.1 -0.1 0.0
H 4.4666 3.4420 0.6135 0.0 -0.1 0.1
H 2.6462 5.3269 -2.7358 0.0 0.0 0.0
H 1.2082 3.3205 -3.1033 -0.1 0.1 -0.1
C -2.7279 1.7359 -1.5921 0.4 -0.7 -1.0
N -3.1056 1.7026 -0.2260 0.1 0.2 1.6
C -2.1923 1.8551 0.7917 -1.8 0.1 -1.3
N -2.7200 1.9635 2.0161 0.1 0.0 0.8
O -0.9869 1.9798 0.5527 1.1 0.2 0.1
H -3.5669 2.0824 -2.1987 0.2 0.2 0.1
H -2.4518 0.7298 -1.9495 -0.1 0.4 -0.1
H -1.8566 2.3815 -1.7039 -0.2 0.1 -0.1
H -4.0081 1.3102 0.0109 0.2 0.2 -0.1
H -3.6693 1.6753 2.1953 0.1 0.1 0.0
H -2.0933 2.0163 2.8049 -0.1 -0.1 -0.2
```
Positions in Å, forces in eV/Å.

Values from the calculation:
Molar mass (u): 536.61
HOMO energy (alpha / beta) (eV): -12.4 / -12.4
Net charge: +1
Gap between HOMO and LUMO (alpha / beta) (eV): 7.26 / 4.35
Spin multiplicity: 3

natural (NBO) atomic charge list, values in e, 5 entries: number 1, Au, carries 1.380; number 2, O, carries -0.728; number 3, Cl, carries 2.583; number 4, O, carries -0.802; number 5, O, carries -0.874

***

# 4
# C35H33F8LaN3O4S3

C35H33F8LaN3O4S3 as an isolated structure in a non-equilibrium geometry (ωB97M-V with the def2-TZVPD basis set, OMol25).

Geometry as XYZ:
```
87
Properties=species:S:1:pos:R:3:forces:R:3
La -0.0150 0.0009 0.8368 -0.5 0.4 -0.2
C -0.1148 -1.0420 -5.2735 -0.3 0.3 1.0
C -0.4034 -0.3000 -3.8824 0.8 0.5 -1.2
C -1.5310 -0.9787 -3.1378 0.4 -2.5 -1.0
C 0.8652 -0.1854 -3.0734 -1.4 -0.9 -0.3
C 1.5693 0.9785 -2.9534 0.7 2.5 0.1
C 2.7514 1.0734 -2.2114 -0.2 -1.0 0.5
C 3.2289 -0.0720 -1.5439 -0.6 0.3 -1.2
C 4.5601 0.0192 -0.8527 0.5 -0.9 0.7
C 2.4448 -1.2478 -1.6631 0.9 0.1 1.2
C 1.2616 -1.3132 -2.3824 1.4 0.0 0.4
H -1.0574 -1.2485 -5.7425 -0.8 -0.1 -0.2
H 0.3707 -2.0414 -5.1967 0.0 0.8 0.3
H 0.4025 -0.4007 -5.9901 0.4 -0.1 0.3
H -0.6810 0.7435 -4.0961 -0.2 -0.3 -0.2
H -1.3584 -2.1234 -3.2450 -0.3 1.7 0.7
H -2.4533 -0.8269 -3.6695 -0.6 0.3 -0.2
H -1.6781 -0.7160 -2.1003 0.3 0.1 0.3
H 1.2124 1.9508 -3.3749 0.0 -1.1 0.1
H 3.2719 2.0212 -2.0610 -0.2 -0.2 -0.3
H 5.1674 0.8373 -1.2225 -0.2 0.4 -0.2
H 5.2153 -0.8723 -1.0043 -0.7 0.3 0.2
H 4.4314 0.1800 0.2315 0.1 -0.2 -0.3
H 2.7480 -2.1099 -1.0621 0.0 0.1 -0.3
H 0.7351 -2.2550 -2.4190 -0.2 0.1 0.0
F 0.6447 5.2941 2.6853 0.2 -1.4 0.7
C 0.4814 4.0412 3.2780 -0.2 0.8 -0.9
C 1.1294 2.9282 2.8157 -2.3 1.3 1.7
C 0.7438 1.7537 3.5150 1.7 -1.3 0.1
C -0.0421 1.7045 4.7265 0.3 1.3 -1.2
C -0.6379 2.9431 5.0573 -2.1 -2.0 1.6
F -1.5849 2.9156 6.1053 1.3 0.3 -1.1
C -0.4863 4.0398 4.3244 0.5 1.8 -0.4
C 0.0875 0.4417 5.2878 0.8 -0.6 -0.6
C -0.3288 -0.1868 6.4837 -1.0 1.4 0.5
C 0.2219 -1.3551 6.8709 0.2 -1.2 0.4
C 1.1575 -1.9885 6.0066 0.0 0.1 -0.3
C 1.5285 -1.4707 4.8193 0.3 0.0 -1.0
N 0.9710 -0.2580 4.4144 0.6 -0.6 0.2
H 1.8402 2.9786 2.0498 0.8 -0.2 -1.0
H -1.0085 4.9794 4.5344 0.1 -0.5 0.0
H -1.0780 0.3511 7.1182 0.8 -0.5 -0.7
H -0.0342 -1.8619 7.8134 0.0 0.4 -0.5
H 1.6157 -2.9268 6.2019 0.1 -0.7 0.7
H 2.2761 -2.0061 4.1527 -1.2 1.2 0.7
N -3.3804 1.5989 2.2897 -0.8 0.3 0.3
C -2.3958 1.0689 2.0036 1.4 -0.6 -0.5
H -7.3363 -0.8656 -4.5641 0.0 0.0 0.0
S 2.6814 0.0281 2.2865 -0.1 -0.2 -0.6
C 1.3960 0.4966 3.3195 -1.2 0.5 1.9
F -1.1784 4.7664 0.9367 0.5 0.9 1.5
C -1.8741 4.5614 -0.1294 -2.4 -1.2 0.4
F -2.9610 3.8372 0.2037 0.2 0.3 -0.2
F -2.3290 5.7145 -0.6565 0.6 -0.5 0.1
S -0.8341 3.5874 -1.2113 1.5 -1.4 -1.1
O -0.3258 2.3790 -0.5269 -0.8 1.4 -0.1
O -1.5698 3.3116 -2.4055 -0.2 0.2 -0.2
N 0.3020 4.6472 -1.2423 0.6 0.7 0.0
S 1.0275 5.6025 -2.2346 2.0 -2.8 0.2
O 0.9335 5.1562 -3.5885 -0.4 0.3 -0.7
O 2.3490 5.8918 -1.7457 -0.6 0.5 0.1
C 0.1654 7.1531 -2.2171 -2.2 2.5 2.3
F -0.0226 7.6647 -0.8860 0.9 -0.9 -2.3
F -1.0858 6.9836 -2.6635 0.5 0.1 -0.3
F 0.7518 8.1295 -2.9280 -0.1 -0.8 0.4
C -2.9269 -2.9358 -0.3344 1.0 0.9 0.3
C -1.5387 -3.4004 0.1814 -0.6 1.4 -0.4
C -1.7836 -4.1519 1.4960 1.5 -0.8 -0.1
C -0.7457 -2.1041 0.4918 0.1 -0.8 -0.4
C -0.8549 -4.3148 -0.8706 -1.2 -0.5 0.1
C 0.4746 -4.6880 -0.7671 -0.3 1.1 1.4
C 1.1178 -5.4021 -1.7149 1.8 -0.4 0.1
C 0.4856 -5.8252 -2.8353 -0.4 0.1 0.0
C -0.8369 -5.5707 -2.9396 -1.7 0.0 0.4
C -1.5496 -4.9001 -1.9476 1.7 1.0 0.3
H -3.1394 -2.0257 0.2826 -0.5 -1.0 -0.4
H -3.6288 -3.7516 -0.2978 -0.7 -0.1 0.4
H -2.8903 -2.6233 -1.3741 0.1 0.2 -0.2
H -1.9623 -3.4860 2.3534 0.1 0.0 -0.5
H -0.7904 -4.6744 1.6311 -1.2 0.1 0.6
H -2.6155 -4.8649 1.4048 0.3 -0.2 0.1
H 0.2155 -2.4241 0.9793 0.3 0.1 0.2
H 1.0108 -4.3346 0.0951 0.3 0.2 0.2
H 2.1633 -5.6247 -1.6063 0.4 0.0 0.2
H 0.9518 -6.3523 -3.6026 1.0 -0.8 -1.1
H -1.3481 -5.9944 -3.7647 -0.7 -0.1 -0.8
H -2.5627 -4.6528 -2.0721 -1.2 0.0 -0.3
```
Positions in Å, forces in eV/Å.

Values from the calculation:
Molar mass (u): 946.76
HOMO energy (eV): -1.0
Net charge: -2
Gap between HOMO and LUMO (eV): 5.12
Spin multiplicity: 2

Löwdin atomic charge list, values in e, 5 entries: number 1, La, carries 1.500; number 2, C, carries -0.051; number 3, C, carries -0.351; number 4, C, carries -0.076; number 5, C, carries -0.249